ORCA calculation (ωB97M-V/def2-TZVPD) on an isolated molecule of C24H24N2O5.

Values from the calculation:
SMILES	COc1ccc([C@@H]2C(C(C)=O)=C(O)C(=O)N2CCc2c[nH]c3ccccc23)cc1OC
frontier orbital gap	7.820	eV
largest force on an atom	0.738	eV/Å
energy relative to the best compared isomer or geometry (same formula, charge and spin)	28.5	kcal per mole

Element x y z (Å)
C1 -3.420 -2.832 -0.759
O1 -2.630 -2.236 0.239
C2 -1.417 -1.705 -0.112
C3 -0.904 -1.773 -1.400
C4 0.318 -1.213 -1.732
C5 1.062 -0.564 -0.767
C6 2.402 0.072 -1.080
C7 3.448 -0.514 -0.158
C8 3.817 -1.927 -0.227
C9 4.804 -2.380 0.815
O2 3.362 -2.666 -1.075
C10 3.848 0.454 0.693
O3 4.705 0.448 1.713
C11 3.200 1.740 0.313
O4 3.399 2.801 0.884
N1 2.422 1.484 -0.751
C12 1.819 2.516 -1.558
C13 0.325 2.326 -1.813
C14 -0.491 2.223 -0.566
C15 -0.157 2.580 0.707
N2 -1.193 2.308 1.559
C16 -2.218 1.754 0.852
C17 -3.468 1.312 1.264
C18 -4.312 0.796 0.304
C19 -3.927 0.727 -1.038
C20 -2.691 1.167 -1.453
C21 -1.815 1.690 -0.503
C22 0.571 -0.510 0.528
C23 -0.652 -1.065 0.882
O5 -0.969 -0.900 2.198
C24 -2.081 -1.553 2.770
H1 -4.336 -3.138 -0.256
H2 -2.933 -3.714 -1.188
H3 -3.663 -2.121 -1.553
H4 -1.466 -2.269 -2.174
H5 0.684 -1.297 -2.744
H6 2.648 -0.088 -2.135
H7 5.044 -3.429 0.669
H8 4.378 -2.231 1.805
H9 5.708 -1.778 0.755
H10 4.739 1.362 2.054
H11 1.998 3.456 -1.030
H12 2.341 2.556 -2.524
H13 0.167 1.423 -2.407
H14 -0.019 3.176 -2.411
H15 0.749 3.016 1.082
H16 -1.170 2.426 2.557
H17 -3.766 1.373 2.301
H18 -5.291 0.439 0.590
H19 -4.625 0.326 -1.759
H20 -2.403 1.110 -2.492
H21 1.133 -0.021 1.308
H22 -2.035 -1.312 3.832
H23 -3.021 -1.189 2.350
H24 -2.022 -2.636 2.641